Entry from the Open Molecules 2025 dataset: the ion C17H39BFN2O9P2Si with charge +1 in a non-equilibrium geometry (wB97M-V/def2-TZVPD).

total charge = +1
highest occupied orbital energy = -12.13 eV
Kohn-Sham gap = 8.09 eV

Geometry (Å):
C (-2.439, 2.167, 3.840)
C (-3.644, 2.703, 3.064)
O (-4.055, 1.773, 2.070)
C (-3.694, 2.137, 0.768)
C (-3.750, 0.916, -0.128)
O (-2.513, 0.202, -0.119)
C (-1.618, 0.650, -1.087)
C (-0.154, 0.319, -0.674)
C (-0.129, 0.222, 0.854)
C (0.437, -0.860, -1.450)
C (1.309, -1.875, -0.710)
C (0.583, -2.701, 0.366)
O (1.166, -2.414, 1.635)
Si (0.385, -3.014, 3.000)
C (-1.469, -2.756, 2.974)
C (0.857, -4.801, 3.290)
C (1.073, -2.014, 4.423)
C (1.117, -0.180, -2.705)
C (0.124, 0.222, -3.832)
C (-0.599, -0.970, -4.469)
F (0.853, 0.880, -4.813)
P (2.651, -0.976, -3.320)
O (2.341, -2.353, -3.718)
O (3.727, -0.865, -2.141)
O (3.220, -0.083, -4.499)
C (1.465, 1.191, -2.105)
B (2.555, 2.237, -2.702)
O (3.889, 1.958, -2.586)
O (2.134, 3.337, -3.363)
N (0.768, 1.456, -1.047)
P (0.792, 2.962, -0.012)
N (2.461, 3.023, 0.357)
O (0.661, 4.107, -1.163)
H (-1.825, 2.987, 4.209)
H (-1.835, 1.523, 3.206)
H (-2.771, 1.605, 4.709)
H (-3.390, 3.663, 2.613)
H (-4.480, 2.856, 3.742)
H (-4.346, 2.920, 0.365)
H (-2.666, 2.526, 0.734)
H (-4.537, 0.249, 0.210)
H (-4.000, 1.217, -1.149)
H (-1.686, 1.731, -1.271)
H (-1.859, 0.158, -2.035)
H (-0.580, -0.692, 1.208)
H (-0.700, 1.030, 1.301)
H (0.889, 0.288, 1.243)
H (-0.375, -1.440, -1.890)
H (2.161, -1.385, -0.241)
H (1.717, -2.573, -1.436)
H (0.761, -3.756, 0.157)
H (-0.485, -2.485, 0.364)
H (-1.989, -3.149, 2.103)
H (-1.872, -3.246, 3.861)
H (-1.689, -1.694, 3.095)
H (1.860, -5.003, 2.915)
H (0.904, -4.935, 4.371)
H (0.155, -5.523, 2.880)
H (2.115, -2.299, 4.574)
H (1.089, -0.955, 4.160)
H (0.516, -2.173, 5.342)
H (-0.574, 0.969, -3.461)
H (-1.664, -0.773, -4.513)
H (-0.184, -1.101, -5.463)
H (-0.386, -1.882, -3.920)
H (4.167, -1.726, -2.085)
H (4.172, 0.035, -4.390)
H (4.148, 1.503, -1.782)
H (2.579, 4.124, -3.046)
H (2.900, 3.775, -0.170)
H (2.963, 2.157, 0.202)
H (0.290, 4.875, -0.713)

Entry from the Open Molecules 2025 dataset: a structure of composition C24H40BCl4F16LiO5 in a non-equilibrium geometry (wB97M-V/def2-TZVPD).

total charge = 0
energy above the lowest of the compared OMol25 structures with the same formula, charge and spin = 283.6 kJ/mol
highest occupied orbital energy = -9.51 eV
Kohn-Sham gap = 9.28 eV

Geometry (Å):
Li (0.790, -0.531, 2.967)
B (0.737, 0.163, 0.358)
H (0.621, -0.905, 0.462)
H (-0.019, 0.627, 0.972)
H (1.725, 0.363, 0.744)
H (0.655, 0.450, -0.679)
C (-4.161, 3.280, -5.663)
C (-5.178, 2.424, -6.480)
C (-6.346, 1.920, -5.593)
F (-6.824, 2.967, -4.904)
F (-7.357, 1.339, -6.281)
F (-5.687, 3.119, -7.505)
F (-4.580, 1.333, -6.881)
O (-4.067, 2.844, -4.293)
C (-3.685, 3.747, -3.271)
C (-3.516, 2.931, -1.994)
F (-2.994, 3.645, -1.016)
F (-4.574, 2.310, -1.506)
F (-2.520, 4.225, -3.589)
F (-4.595, 4.719, -3.146)
H (-4.205, 4.363, -5.770)
H (-3.211, 3.034, -6.137)
H (-6.087, 1.151, -4.864)
H (-2.739, 2.175, -2.112)
C (2.462, -0.616, -4.907)
C (3.883, -0.395, -4.516)
C (3.996, -0.589, -2.993)
F (3.656, -1.839, -2.612)
F (5.268, -0.428, -2.662)
F (4.653, -1.279, -5.155)
F (4.285, 0.864, -4.852)
O (2.323, -0.280, -6.297)
C (1.002, -0.523, -6.859)
C (0.958, -0.043, -8.343)
F (1.817, -0.644, -9.192)
F (-0.269, -0.225, -8.845)
F (0.629, -1.784, -6.746)
F (0.188, 0.242, -6.077)
H (1.918, 0.079, -4.267)
H (2.110, -1.626, -4.698)
H (3.510, 0.194, -2.410)
H (1.198, 1.019, -8.374)
C (-3.525, -3.445, 3.695)
C (-2.740, -4.735, 3.840)
C (-1.365, -4.327, 3.357)
O (-1.315, -2.900, 3.628)
C (-2.554, -2.436, 4.218)
H (-4.484, -3.501, 4.211)
H (-3.770, -3.226, 2.656)
H (-3.133, -5.552, 3.235)
H (-2.687, -5.104, 4.864)
H (-1.162, -4.506, 2.301)
H (-0.719, -4.822, 4.082)
H (-2.901, -1.436, 3.959)
H (-2.450, -2.493, 5.302)
C (4.281, -3.409, 5.530)
C (4.786, -3.876, 4.174)
C (3.932, -3.157, 3.148)
O (3.270, -2.219, 3.984)
C (3.977, -2.012, 5.223)
H (4.956, -3.434, 6.385)
H (3.402, -3.943, 5.892)
H (4.732, -4.963, 4.116)
H (5.833, -3.592, 4.073)
H (3.301, -3.905, 2.669)
H (4.573, -2.753, 2.364)
H (3.333, -1.572, 5.984)
H (4.834, -1.348, 5.108)
C (0.685, 2.792, 7.336)
C (1.723, 3.158, 6.259)
C (1.017, 2.852, 4.950)
O (0.225, 1.660, 5.340)
C (-0.253, 1.742, 6.685)
H (0.155, 3.701, 7.622)
H (1.118, 2.468, 8.283)
H (2.624, 2.558, 6.389)
H (2.009, 4.206, 6.355)
H (1.677, 2.664, 4.103)
H (0.340, 3.669, 4.702)
H (-0.059, 0.718, 7.003)
H (-1.299, 2.042, 6.752)
C (2.472, 4.247, -0.563)
Cl (2.951, 4.503, -2.242)
Cl (2.491, 5.836, 0.330)
H (1.478, 3.803, -0.511)
H (3.228, 3.549, -0.205)
C (-2.057, -2.204, -2.053)
Cl (-3.031, -1.410, -3.269)
Cl (-2.492, -3.853, -1.934)
H (-0.987, -2.148, -2.254)
H (-2.189, -1.706, -1.092)

Entry from the Open Molecules 2025 dataset: a cluster of 2 separate species, C3H7N2S in total in a non-equilibrium geometry (wB97M-V/def2-TZVPD).

total charge = +1
energy above the lowest of the compared OMol25 structures with the same formula, charge and spin = 165.8 kJ/mol
highest occupied orbital energy = -12.28 eV
Kohn-Sham gap = 8.34 eV

Geometry (Å):
C (1.140, -0.737, 0.020)
C (-2.357, 0.676, -0.343)
C (-2.639, 1.727, 0.353)
N (1.560, -0.261, -1.143)
N (1.961, -1.292, 0.920)
S (-2.096, -0.668, -1.095)
H (0.027, -0.578, 0.205)
H (-1.933, 2.421, 0.544)
H (-3.532, 1.861, 0.974)
H (0.727, -0.077, -1.724)
H (2.537, -0.201, -1.395)
H (1.648, -1.635, 1.841)
H (2.957, -1.236, 0.844)

Entry from the Open Molecules 2025 dataset: a cluster of 6 separate species, C39H62N2O13 in total in a non-equilibrium geometry (wB97M-V/def2-TZVPD).

total charge = 0
highest occupied orbital energy = -8.48 eV
Kohn-Sham gap = 8.87 eV

Geometry (Å):
C (-1.254, 3.222, -2.712)
O (-0.549, 2.158, -2.031)
C (-1.537, 1.266, -1.484)
C (-1.223, -0.263, -1.812)
C (-1.408, -0.426, -3.373)
C (0.054, -0.562, -4.004)
C (-0.041, -0.296, -5.537)
C (-0.147, 1.112, -5.955)
C (-0.262, 1.354, -7.385)
C (-0.274, 0.285, -8.364)
C (-0.127, -1.094, -7.930)
C (-0.011, -1.378, -6.496)
O (-2.126, -1.009, -1.000)
C (-1.597, -2.254, -0.530)
C (-1.288, -3.290, -1.701)
C (-2.708, -3.597, -2.363)
C (-2.497, -4.584, -3.582)
C (-2.620, -3.928, -5.021)
N (-3.664, -2.899, -5.164)
C (-0.411, -2.105, 0.513)
C (0.887, -2.940, 0.208)
C (1.778, -2.335, -0.934)
N (2.133, -3.279, -1.996)
O (2.189, -1.198, -0.952)
H (-0.491, 3.976, -3.020)
H (-1.746, 2.794, -3.632)
H (-2.044, 3.698, -2.080)
H (-2.499, 1.485, -2.035)
H (-1.765, 1.434, -0.399)
H (-0.137, -0.398, -1.579)
H (-1.858, 0.487, -3.857)
H (-2.046, -1.286, -3.682)
H (0.482, -1.590, -3.871)
H (0.777, 0.138, -3.499)
H (-0.132, 1.900, -5.176)
H (-0.371, 2.415, -7.705)
H (-0.393, 0.534, -9.445)
H (-0.128, -1.905, -8.692)
H (0.093, -2.442, -6.198)
H (-2.446, -2.749, 0.047)
H (-0.549, -2.895, -2.439)
H (-0.951, -4.280, -1.298)
H (-3.324, -4.151, -1.597)
H (-3.278, -2.670, -2.602)
H (-3.172, -5.471, -3.516)
H (-1.438, -4.963, -3.498)
H (-1.613, -3.583, -5.381)
H (-2.906, -4.768, -5.721)
H (-3.289, -1.963, -5.288)
H (-4.371, -2.946, -4.437)
H (-0.710, -2.349, 1.563)
H (-0.099, -1.019, 0.532)
H (1.529, -2.869, 1.138)
H (0.716, -4.034, 0.055)
H (2.330, -2.777, -2.863)
H (2.976, -3.795, -1.731)
O (-2.428, 5.513, 0.263)
C (-1.769, 4.811, 0.982)
C (-0.312, 4.459, 0.789)
C (-0.140, 3.280, 1.723)
C (-1.165, 3.563, 2.799)
O (-2.239, 4.248, 2.125)
H (0.302, 5.310, 1.091)
H (-0.108, 4.187, -0.246)
H (0.873, 3.174, 2.111)
H (-0.398, 2.356, 1.197)
H (-0.775, 4.215, 3.584)
H (-1.540, 2.649, 3.253)
O (-2.348, -4.572, 1.073)
C (-2.412, -4.674, 2.265)
C (-2.713, -5.928, 3.057)
C (-3.047, -5.360, 4.433)
C (-2.221, -4.092, 4.458)
O (-2.171, -3.640, 3.104)
H (-1.821, -6.557, 3.078)
H (-3.553, -6.470, 2.629)
H (-2.826, -6.038, 5.257)
H (-4.111, -5.112, 4.479)
H (-1.199, -4.274, 4.802)
H (-2.671, -3.320, 5.083)
O (0.662, 2.888, 5.411)
C (0.285, 1.752, 5.398)
C (0.680, 0.671, 6.378)
C (0.237, -0.590, 5.656)
C (-0.930, -0.096, 4.827)
O (-0.613, 1.264, 4.498)
H (0.134, 0.821, 7.311)
H (1.753, 0.679, 6.556)
H (-0.026, -1.411, 6.324)
H (1.039, -0.937, 4.998)
H (-1.872, -0.110, 5.384)
H (-1.054, -0.672, 3.910)
O (3.103, -2.973, 3.184)
C (3.717, -1.941, 3.157)
C (3.577, -0.851, 2.123)
C (4.829, -0.024, 2.358)
C (5.091, -0.248, 3.833)
O (4.622, -1.579, 4.102)
H (2.668, -0.281, 2.328)
H (3.551, -1.264, 1.117)
H (4.717, 1.028, 2.095)
H (5.654, -0.432, 1.769)
H (4.535, 0.451, 4.465)
H (6.150, -0.177, 4.078)
O (2.906, 4.954, 1.773)
C (3.039, 6.111, 1.490)
C (3.205, 7.252, 2.465)
C (2.929, 8.462, 1.590)
C (3.373, 7.981, 0.224)
O (3.102, 6.572, 0.214)
H (4.229, 7.248, 2.845)
H (2.492, 7.173, 3.284)
H (3.441, 9.367, 1.916)
H (1.855, 8.670, 1.579)
H (4.443, 8.131, 0.058)
H (2.820, 8.465, -0.581)

Entry from the Open Molecules 2025 dataset: an isolated molecule of C4H7NO (wB97M-V/def2-TZVPD).

total charge = 0
energy above the lowest of the compared OMol25 structures with the same formula, charge and spin = 239.2 kJ/mol
highest occupied orbital energy = -9.73 eV
Kohn-Sham gap = 10.76 eV

Geometry (Å):
O (-2.708, -0.665, 1.381)
C (-1.538, -0.593, 1.097)
C (-0.990, 0.331, 0.033)
N (0.402, 0.666, 0.252)
C (1.177, 0.682, -0.970)
C (1.386, -0.387, 0.038)
H (-0.781, -1.243, 1.589)
H (-1.584, 1.251, 0.017)
H (-1.125, -0.164, -0.950)
H (1.863, 1.508, -1.125)
H (0.620, 0.369, -1.856)
H (1.054, -1.389, -0.240)
H (2.224, -0.366, 0.732)

Entry from the Open Molecules 2025 dataset: a structure of composition C22H27BaCl4F6N8O3 (wB97M-V/def2-TZVPD).

total charge = -1
energy above the lowest of the compared OMol25 structures with the same formula, charge and spin = 52.3 kJ/mol
highest occupied orbital energy = -3.43 eV
Kohn-Sham gap = 5.44 eV

Geometry (Å):
Ba (-0.093, -0.205, -0.052)
N (-1.538, -1.869, -2.022)
C (-2.690, -2.363, -1.288)
C (-3.704, -1.241, -1.075)
N (-3.213, -0.150, -0.234)
C (-3.523, 1.178, -0.773)
C (-2.797, 1.555, -2.058)
N (-1.363, 1.660, -1.848)
C (-3.752, -0.226, 1.129)
C (-3.259, -1.407, 1.948)
N (-1.815, -1.324, 2.115)
H (-1.753, -1.550, -2.957)
H (-0.759, -2.514, -2.068)
H (-2.334, -2.719, -0.319)
H (-3.210, -3.204, -1.773)
H (-4.627, -1.669, -0.657)
H (-3.969, -0.845, -2.060)
H (-3.233, 1.897, -0.003)
H (-4.609, 1.289, -0.941)
H (-3.257, 2.488, -2.415)
H (-2.970, 0.808, -2.838)
H (-1.102, 2.378, -1.177)
H (-0.853, 1.814, -2.707)
H (-4.856, -0.251, 1.099)
H (-3.437, 0.680, 1.648)
H (-3.517, -2.357, 1.466)
H (-3.812, -1.379, 2.898)
H (-1.444, -2.049, 2.714)
H (-1.566, -0.406, 2.495)
Cl (-0.927, 5.467, 4.858)
C (-0.406, 4.534, 3.488)
C (0.647, 4.960, 2.708)
Cl (1.473, 6.441, 3.081)
C (1.052, 4.184, 1.608)
Cl (2.393, 4.695, 0.622)
C (0.435, 2.978, 1.261)
O (0.798, 2.246, 0.263)
C (-0.687, 2.536, 2.078)
O (-1.276, 1.426, 1.771)
C (-1.058, 3.332, 3.162)
Cl (-2.399, 2.767, 4.130)
N (3.538, -2.746, 0.592)
C (3.127, -3.769, -0.227)
C (1.800, -3.923, 0.022)
N (1.368, -3.005, 0.949)
C (2.443, -2.318, 1.273)
C (2.470, -1.218, 2.235)
N (1.478, -0.385, 2.419)
C (1.898, 0.521, 3.356)
C (3.168, 0.219, 3.750)
N (3.534, -0.890, 3.016)
H (4.392, -2.229, 0.472)
H (3.785, -4.240, -0.933)
H (1.119, -4.621, -0.434)
H (1.271, 1.346, 3.655)
H (3.834, 0.686, 4.452)
H (4.390, -1.406, 3.114)
C (2.555, 0.938, -2.610)
C (2.272, -0.564, -2.835)
O (1.533, -1.137, -1.889)
C (3.649, -1.278, -2.978)
F (4.360, -1.146, -1.828)
F (3.541, -2.598, -3.198)
F (4.438, -0.788, -3.959)
C (1.513, -0.703, -4.195)
F (2.138, -0.168, -5.269)
F (0.316, -0.079, -4.111)
F (1.248, -1.985, -4.510)
H (3.111, 1.062, -1.682)
H (1.609, 1.462, -2.485)
H (3.114, 1.379, -3.437)

Entry from the Open Molecules 2025 dataset: an isolated molecule of C8H8N2O in a non-equilibrium geometry (wB97M-V/def2-TZVPD).

total charge = 0
energy above the lowest of the compared OMol25 structures with the same formula, charge and spin = 172.3 kJ/mol
highest occupied orbital energy = -8.02 eV
Kohn-Sham gap = 8.92 eV

Geometry (Å):
C (-3.306, -0.039, 0.353)
O (-2.249, -0.842, -0.186)
C (-1.041, -0.236, -0.218)
C (-0.738, 1.121, -0.228)
C (0.537, 1.670, -0.280)
C (1.559, 0.755, -0.161)
N (2.952, 0.866, 0.129)
C (3.400, -0.326, 0.206)
N (2.443, -1.281, 0.009)
C (1.261, -0.647, -0.253)
C (0.011, -1.232, -0.297)
H (-3.252, 0.227, 1.412)
H (-3.318, 0.919, -0.267)
H (-4.287, -0.514, 0.196)
H (-1.572, 1.808, -0.087)
H (0.629, 2.695, -0.180)
H (4.527, -0.429, 0.351)
H (2.550, -2.272, -0.033)
H (-0.103, -2.242, -0.464)

Entry from the Open Molecules 2025 dataset: a structure of composition C10H30NaO10 in a non-equilibrium geometry (wB97M-V/def2-TZVPD).

total charge = +1
energy above the lowest of the compared OMol25 structures with the same formula, charge and spin = 52.3 kJ/mol
highest occupied orbital energy = -12.88 eV
Kohn-Sham gap = 10.54 eV

Geometry (Å):
Na (0.129, -0.019, 0.778)
C (-0.619, -3.275, 1.348)
C (0.056, -2.590, 2.545)
O (-0.633, -1.382, 2.898)
O (-0.473, -2.524, 0.136)
H (-1.659, -3.472, 1.609)
H (-0.071, -4.209, 1.195)
H (1.081, -2.297, 2.320)
H (0.097, -3.290, 3.379)
H (-1.459, -1.651, 3.315)
H (-0.173, -3.126, -0.546)
C (-3.888, -0.566, -0.343)
C (-3.553, 0.751, 0.298)
O (-2.404, 0.622, 1.156)
O (-4.540, -1.410, 0.586)
H (-2.940, -1.015, -0.669)
H (-4.498, -0.409, -1.236)
H (-4.402, 1.096, 0.896)
H (-3.381, 1.577, -0.396)
H (-2.715, 0.790, 2.049)
H (-5.244, -1.894, 0.150)
C (-1.410, -0.270, -3.342)
C (-0.141, 0.291, -2.767)
O (-0.285, 0.912, -1.486)
O (-2.453, 0.639, -3.111)
H (-1.631, -1.286, -2.986)
H (-1.206, -0.439, -4.410)
H (0.318, 1.008, -3.468)
H (0.627, -0.494, -2.793)
H (-1.215, 1.206, -1.544)
H (-3.268, 0.384, -3.548)
C (4.637, -0.482, 0.729)
C (3.614, -1.221, -0.118)
O (2.386, -0.521, -0.337)
O (5.017, 0.759, 0.140)
H (5.539, -1.098, 0.812)
H (4.303, -0.280, 1.745)
H (3.332, -2.174, 0.345)
H (4.085, -1.460, -1.078)
H (2.401, -0.168, -1.230)
H (5.429, 0.568, -0.710)
C (1.423, 3.473, 0.029)
C (0.384, 2.910, 0.953)
O (0.914, 1.904, 1.834)
O (2.409, 4.214, 0.747)
H (0.916, 4.082, -0.731)
H (1.964, 2.691, -0.506)
H (-0.460, 2.488, 0.406)
H (-0.090, 3.688, 1.564)
H (1.821, 2.174, 2.037)
H (1.931, 4.793, 1.356)